(1)
Below is a molecular structure, C39H46F2N4O5SSi in a non-equilibrium geometry, with properties calculated with ωB97M-V/def2-TZVPD.

Output
Frontier orbital gap in eV: 7.45
Molecular weight in u: 748.969

The geometry in XYZ format:
```
98
Properties=species:S:1:pos:R:3:forces:R:3
C -9.659 -0.760 1.452 -0.02 -0.18 0.10
H -2.792 3.776 -4.609 0.05 -0.09 1.40
H -9.943 0.072 0.818 0.07 -0.04 0.06
C 4.025 -3.329 -1.684 -0.57 0.00 0.32
H -10.869 -3.710 2.606 0.09 0.04 0.01
H -6.239 -0.727 -0.476 1.17 0.42 0.22
H 7.863 4.418 -1.682 0.02 -1.05 0.64
H -1.955 5.244 -2.589 -0.49 -1.22 0.32
H -0.829 -2.964 0.396 0.60 0.81 -0.29
C -2.404 3.725 -0.988 -0.95 -2.02 -1.87
N 4.572 -1.200 1.174 1.11 2.03 -1.35
C 5.359 0.797 0.111 0.42 -1.10 -1.39
H 7.826 2.740 0.989 0.45 1.25 -0.20
H 1.692 1.272 6.555 -0.04 0.03 -0.07
C 0.447 -2.331 -1.295 0.88 -0.66 -0.39
H -1.919 1.195 4.264 0.06 0.17 -0.12
C -8.938 -2.904 3.077 -0.02 -0.18 0.10
H 7.707 -0.864 -3.987 -1.10 -0.92 0.19
C -2.834 3.426 -3.543 -0.23 -1.53 2.32
F 6.134 -3.643 -4.555 -0.23 1.68 0.33
C 5.228 -0.720 0.034 -0.34 1.04 0.92
C 7.058 -1.596 -3.420 0.73 -0.84 1.23
H 7.772 -2.372 -3.015 -0.76 0.70 -0.49
H 3.916 -4.380 -2.079 0.25 0.95 0.46
C -10.180 -2.888 2.457 0.07 0.17 -0.07
H 6.203 -3.520 -1.885 -0.44 0.13 1.11
H 8.387 2.640 -1.435 -0.61 0.94 0.14
H 5.845 3.275 -2.195 0.31 -0.19 1.17
C 5.971 -2.285 -4.315 0.63 1.60 0.31
F 5.368 3.694 -0.259 1.16 -0.65 -0.77
C -0.487 2.721 3.733 0.38 -0.25 0.48
H 2.510 3.190 5.226 -0.08 0.00 -0.06
H 1.554 -4.103 -2.101 -0.17 0.44 1.13
C -2.445 -1.307 -1.519 0.48 0.66 0.03
C -3.361 2.071 -3.288 1.25 2.22 2.10
O -2.426 2.792 2.494 0.32 0.14 0.09
C 5.740 -1.538 -1.115 1.05 1.57 -0.36
H -7.738 0.062 1.913 0.07 -0.17 0.13
C 1.445 -3.576 -1.105 0.23 0.75 -0.05
C 6.440 -0.827 -2.195 -1.09 0.27 1.45
H 1.125 4.123 3.418 -0.20 -0.08 -0.05
H -2.725 -2.402 -1.615 0.55 1.10 0.17
H -5.663 -0.093 -3.659 0.55 -0.85 0.31
C -2.934 2.352 -0.720 0.38 1.70 -3.05
C 5.507 -3.094 -1.112 -0.84 1.34 -1.36
H -5.308 0.527 0.457 0.26 -1.10 -0.64
H 3.171 -3.658 0.316 -0.23 0.90 -0.69
H -3.699 1.465 -4.164 0.27 0.48 1.11
H 7.382 4.537 0.906 0.82 -0.97 -0.48
H 9.130 4.018 0.557 -1.03 -0.35 0.31
H 2.767 -1.977 -0.415 0.50 -1.35 0.14
Si -4.038 -0.231 -1.654 0.51 0.06 -0.58
H 0.292 -1.537 0.772 -0.60 -0.79 -0.63
H -5.244 -1.867 -3.182 0.11 1.20 -0.19
C -8.067 -1.839 2.883 -0.58 0.00 -0.29
H -0.515 0.272 6.063 -0.02 0.06 -0.08
C 6.048 1.438 -1.057 0.87 -0.13 -1.06
C 6.229 3.013 -1.160 -0.34 -0.77 -1.41
O -6.481 -2.804 4.246 -0.11 0.24 -0.21
C -2.366 4.216 -2.389 -0.48 -1.26 0.39
O -0.881 4.227 2.037 -0.11 -0.24 0.21
C -10.540 -1.817 1.648 -0.01 0.00 -0.01
C 0.757 3.282 3.992 0.12 0.17 -0.07
C 2.892 -3.084 -0.610 -0.61 -0.47 -0.37
C -1.594 -0.999 -0.223 -0.50 -0.78 0.55
C -5.194 -0.422 -0.151 -0.79 -0.31 0.69
H -2.299 -1.136 0.660 0.90 0.23 -0.78
H 7.135 1.220 -3.007 -0.66 -0.69 0.83
C -4.876 -0.805 -3.296 0.70 -0.13 -0.04
C -0.952 1.638 4.467 -0.19 -0.13 0.01
S 4.211 0.112 2.114 0.97 -0.08 -1.86
H -8.666 -3.743 3.705 0.15 0.17 -0.01
H 1.103 -1.459 -1.612 -0.92 -0.75 0.41
H -2.024 4.335 -0.136 -0.39 -0.49 -0.99
C -0.162 1.115 5.482 0.13 0.14 -0.06
H -1.811 -0.983 -2.405 -0.83 -0.66 0.75
H -2.971 1.918 0.315 0.01 0.64 -1.25
H -1.238 0.070 -0.156 -0.38 -1.06 -0.48
C 7.736 3.479 -1.070 -0.94 0.31 1.57
H 5.640 -3.549 -0.090 -0.09 0.51 -1.14
N 4.812 1.391 1.233 0.51 -2.78 -1.29
H -0.174 -2.582 -2.200 0.18 0.40 1.14
C -8.416 -0.768 2.071 0.08 0.20 -0.07
O -6.041 -0.874 3.388 -0.19 -0.24 0.03
N -6.764 -1.839 3.555 0.38 -0.01 0.19
H 0.997 -4.287 -0.353 0.48 0.59 -0.85
C 8.048 3.729 0.485 -0.07 -0.30 -1.19
C -0.384 -2.009 -0.001 -0.28 0.53 -0.50
H 3.801 -2.633 -2.551 0.55 -0.78 0.85
C -3.391 1.571 -1.887 -0.01 0.86 -0.46
C 1.080 1.677 5.756 0.00 -0.01 0.00
N -1.327 3.289 2.674 -0.20 0.12 -0.27
H -4.034 -0.839 -4.056 -1.04 0.04 0.69
H -4.851 -1.258 0.535 -0.26 1.04 -0.67
O 5.090 -1.625 -4.762 0.28 -1.52 -0.11
C 1.540 2.757 5.011 -0.14 -0.13 0.02
C 6.605 0.676 -2.185 -2.09 -0.78 3.48
H -11.513 -1.804 1.170 0.08 -0.01 0.03
```
Forces are in eV/Å.

Löwdin population analysis, charges in e, atoms 1 to 5: -0.065, 0.094, 0.109, -0.189, 0.108

---

(2)
Below is a single C7H5Br2ClO molecule in a non-equilibrium geometry, with properties calculated with ωB97M-V/def2-TZVPD.

Output
Frontier orbital gap in eV: 7.90
Energy relative to the best compared isomer or geometry (same formula, charge and spin) in kcal per mole: 35.05
Molecular weight in u: 300.377

The geometry in XYZ format:
```
16
Properties=species:S:1:pos:R:3:forces:R:3
C -1.137 -1.783 -0.562 0.73 0.80 0.17
Br -1.840 2.342 0.568 -0.41 -1.00 0.00
C -1.291 0.580 0.284 4.39 1.94 -0.23
H 0.784 -2.682 -0.256 1.24 -3.63 0.44
Cl 0.348 1.167 -1.858 0.60 0.26 -1.29
C -1.795 -0.564 -0.010 -1.78 -0.74 -0.07
H 2.015 -0.995 0.426 1.54 0.00 0.36
O -1.808 -2.640 -1.068 0.34 -0.60 -0.25
C 0.301 -1.810 -0.311 0.25 4.15 -0.27
H 2.186 2.084 0.002 2.33 1.94 -1.14
C 1.120 -0.736 -0.055 -2.31 -2.01 -1.11
C 0.809 0.639 -0.300 -3.67 1.21 2.95
H 1.836 1.145 1.512 -0.32 1.21 -1.30
Br -3.632 -0.827 0.112 -1.31 0.14 0.19
C 1.445 1.733 0.601 -1.05 -5.18 1.30
H 0.659 2.348 0.915 -0.57 1.49 0.24
```
Forces are in eV/Å.

natural (NBO) population analysis, charges in e, atoms 1 to 5: 0.494, 0.166, -0.032, 0.220, 0.049

---

(3)
Below is a molecular structure, C32H39CdF4N4 in a non-equilibrium geometry, with properties calculated with ωB97M-V/def2-TZVPD.

Output
Frontier orbital gap in eV: 5.94
Molecular weight in u: 668.096
Net charge: +1

The geometry in XYZ format:
```
80
Properties=species:S:1:pos:R:3:forces:R:3
N -0.927 -2.098 0.511 -0.12 -0.10 -0.10
C -1.286 2.571 0.980 -0.39 0.62 0.81
F 2.813 0.185 0.754 0.20 -0.11 0.46
H -1.431 -4.944 0.713 -0.06 -0.10 0.02
C 2.337 -0.666 -2.967 -0.21 0.18 0.03
C -1.467 -1.725 1.827 0.19 0.13 0.32
H 1.610 3.673 2.392 0.10 -0.02 0.01
F 3.600 -0.866 6.031 -0.10 -0.01 -0.08
H -1.864 3.816 -2.360 -0.03 0.00 -0.07
C 3.007 -0.089 2.103 -0.21 0.04 -0.24
C -0.932 3.776 3.017 -0.06 -0.02 -0.07
H -4.215 3.158 2.537 -0.14 -0.01 0.02
H 2.704 0.935 -1.577 0.21 0.00 0.04
H 0.025 -2.838 -5.173 -0.07 -0.03 -0.09
C 3.258 0.235 -2.202 0.00 -0.03 0.09
H 0.236 -3.499 -0.497 0.00 0.11 0.11
H 1.274 3.723 0.658 0.09 0.01 -0.02
N 0.396 0.460 -2.057 -0.23 0.67 0.75
C 2.031 -2.474 -4.528 0.00 -0.01 0.03
N 0.680 -0.593 2.216 -0.36 0.06 0.06
H 3.934 -0.345 -1.577 0.03 0.08 0.09
C 0.954 -0.457 -2.970 0.44 -0.69 -0.81
C -0.632 2.441 -1.288 -0.44 0.38 1.01
H -2.081 -2.521 2.260 -0.05 0.16 -0.06
C -0.035 -3.274 0.542 0.31 -0.23 0.07
C 1.064 3.190 1.587 -0.09 -0.08 0.03
H 0.584 1.532 -4.411 -0.02 0.01 -0.03
H -0.255 4.417 -1.996 0.04 0.04 -0.05
H -2.689 4.224 4.147 -0.05 0.07 0.10
H 0.229 -5.302 1.167 0.04 -0.04 0.02
H -0.861 2.522 -4.120 -0.07 0.01 -0.01
C 4.520 -0.282 3.954 -0.34 0.00 -0.09
C -1.976 -2.174 -0.515 -0.31 -0.09 -0.17
Cd 0.329 -0.115 0.219 -0.13 0.03 -0.61
H 0.883 -2.975 1.061 -0.09 0.04 -0.12
H -0.842 -0.813 3.662 -0.04 -0.25 -0.08
H -1.466 4.315 -0.706 0.01 -0.01 -0.07
C -0.370 -1.370 2.842 -0.04 -0.09 0.03
C -3.153 3.163 2.351 0.08 0.03 -0.02
H -0.794 -4.380 2.258 -0.02 -0.03 0.13
H -1.902 -1.797 -4.217 -0.10 -0.02 -0.01
H 5.507 -0.236 4.378 0.15 0.05 0.05
H -3.492 -3.167 0.703 -0.08 -0.03 0.06
H 3.924 -1.847 -3.753 0.14 -0.03 0.00
H -2.096 -0.839 1.672 -0.10 -0.11 -0.01
H -1.480 -2.400 -1.464 -0.01 0.17 0.04
C -1.082 3.829 -1.602 -0.06 0.07 0.18
F 1.138 -1.037 5.055 0.14 0.08 -0.09
C -1.362 -0.915 -3.881 0.06 -0.01 0.00
H 3.867 0.811 -2.897 0.04 0.08 -0.01
H -3.195 0.922 -0.081 -0.09 -0.03 -0.05
H -2.829 -4.181 -0.588 -0.02 -0.07 0.03
H -2.418 -1.172 -0.584 0.11 -0.05 -0.07
H 0.049 -2.292 3.266 -0.11 0.04 -0.01
H -0.262 4.249 3.717 0.09 0.07 0.11
H -3.943 -2.884 -0.972 -0.08 0.00 -0.04
H -4.573 1.775 0.640 -0.08 -0.05 -0.03
C -2.666 2.560 1.200 0.25 -0.16 -0.13
H 0.719 3.133 -3.671 0.04 0.07 0.02
C -0.406 3.181 1.881 -0.07 -0.13 -0.23
H -3.683 2.503 -0.692 -0.05 0.00 -0.11
C 0.109 -1.210 -3.797 -0.01 0.10 0.22
C 0.669 -2.227 -4.557 0.00 0.03 0.07
H -1.770 -0.596 -2.923 -0.07 -0.02 -0.02
H -1.550 -0.121 -4.605 -0.06 0.05 -0.04
N -0.739 1.906 -0.135 0.27 -0.23 -0.83
C -0.017 1.626 -2.369 0.43 -0.78 -0.45
C 0.111 2.231 -3.725 0.05 -0.21 -0.12
F 5.288 0.334 1.801 -0.09 -0.02 0.07
C 2.143 -0.722 4.206 -0.09 0.02 -0.15
C 1.865 -0.478 2.836 0.98 0.06 0.58
H 1.431 2.165 1.478 0.14 0.10 0.04
C 2.857 -1.685 -3.751 -0.12 -0.03 -0.09
C -3.583 1.901 0.211 0.07 0.02 0.07
C 3.420 -0.623 4.728 0.18 0.02 -0.26
C -2.295 3.767 3.253 0.01 -0.04 0.01
C -3.122 -3.171 -0.319 0.20 0.12 -0.06
C -0.554 -4.547 1.212 -0.03 0.26 -0.14
H 2.446 -3.275 -5.119 0.05 -0.08 -0.08
C 4.281 -0.005 2.620 -0.13 -0.02 0.03
```
Forces are in eV/Å.

Löwdin population analysis, charges in e, atoms 1 to 5: -0.278, -0.243, -0.041, 0.057, -0.211

---

(4)
Below is 5 unconnected molecules or ions with the total composition C29H46Br2I2N2O12S2Si2 in a non-equilibrium geometry, with properties calculated with ωB97M-V/def2-TZVPD.

Output
Frontier orbital gap in eV: 8.62
Energy relative to the best compared isomer or geometry (same formula, charge and spin) in kcal per mole: 0.00
Molecular weight in u: 1148.611

The geometry in XYZ format:
```
97
Properties=species:S:1:pos:R:3:forces:R:3
C 2.335 0.894 6.205 0.27 0.82 -0.62
H 2.328 2.667 -7.434 -0.02 0.00 -0.02
H 2.838 3.424 5.519 -0.25 0.08 0.01
O 2.112 1.727 3.525 0.73 -1.52 -1.07
H -5.052 1.747 -7.646 -0.02 -0.01 -0.01
H 4.628 -3.176 2.967 0.24 -0.14 0.01
H 3.271 2.501 -5.255 0.01 -0.05 0.23
N 4.551 0.514 4.424 -0.82 0.84 -1.29
C -2.836 -4.929 -0.243 0.08 -0.15 -0.13
H -2.440 3.264 -8.053 0.06 0.00 0.06
O -1.417 0.596 -8.404 -0.16 -0.20 -0.17
O -2.773 -6.595 4.278 -0.03 -0.25 -0.20
H 1.452 4.336 2.033 -0.06 0.30 0.10
C 0.319 4.737 -0.177 0.29 -0.46 0.05
H -1.018 3.964 1.083 -0.15 -0.10 -0.07
C 3.704 3.057 6.054 0.38 0.02 -0.16
C -2.145 -3.572 1.466 0.38 -0.09 0.47
C 2.136 -1.279 4.170 -0.38 -0.24 -0.35
H 4.264 1.261 7.140 0.17 -0.22 -0.09
C 1.270 3.196 -4.851 0.07 -0.25 0.21
Br 2.692 2.479 8.606 0.27 -0.35 0.14
H -6.556 -5.799 4.695 -0.02 -0.03 -0.03
C -2.434 1.197 -8.595 0.18 0.20 0.07
H -1.499 1.394 1.131 0.00 0.14 -0.20
O -3.254 0.925 -9.635 -0.06 -0.01 0.01
N -0.122 3.666 0.723 -0.27 0.89 0.46
Si 2.773 0.477 4.370 -0.54 0.02 2.48
H 0.117 3.471 2.803 0.01 0.08 0.21
O 0.380 0.894 -0.503 0.07 0.87 -0.47
H 2.018 0.949 -7.191 -0.08 -0.03 0.02
H 4.075 3.846 6.692 0.05 0.15 0.15
H 3.152 3.366 0.354 -0.21 0.45 0.33
O 1.136 -0.887 0.890 0.14 -0.21 1.26
H -0.900 -4.321 -0.966 -0.02 0.01 -0.01
H -2.900 2.170 -6.724 0.23 0.07 0.01
H 4.262 -1.619 2.323 0.17 0.28 -0.08
C 0.331 2.267 -6.729 0.23 0.00 0.08
C 2.851 -2.318 3.732 0.07 0.24 0.15
C -0.990 -4.505 1.180 -0.04 -0.02 -0.58
H -4.106 -4.068 4.147 0.09 -0.02 0.04
C -3.842 -6.175 3.946 0.25 0.48 0.21
C -2.991 2.360 -7.789 -0.47 -0.23 -0.09
I 2.099 -4.278 3.621 0.24 0.03 0.01
C 2.249 2.144 -5.345 -0.09 0.15 -0.50
I 0.143 -1.665 4.803 0.32 0.58 -0.13
H -6.546 -4.238 3.880 0.04 0.01 -0.08
O 4.575 1.786 -1.126 0.86 -0.32 -0.05
H 4.255 2.480 1.398 -0.04 0.13 0.36
C 3.555 1.445 -0.288 -1.33 0.82 -0.02
O -2.204 -2.747 2.334 -0.34 0.10 -0.16
H -6.565 -6.563 2.423 0.10 -0.13 -0.03
H 3.392 0.395 -0.107 0.10 -0.46 0.12
H -4.520 -4.995 5.618 0.25 0.08 0.00
C -4.569 -4.979 4.533 -0.52 -0.19 -0.08
C -4.445 2.416 -8.257 0.09 0.06 0.07
H -0.267 1.404 -6.453 -0.03 -0.03 0.02
H 3.216 3.006 -1.794 -1.60 0.31 -0.14
H 4.487 2.851 5.333 0.10 -0.11 -0.21
C 3.318 2.419 0.851 0.26 -1.32 -0.16
H -4.890 3.407 -8.211 0.02 0.02 -0.06
H 2.115 1.240 -4.748 0.02 0.02 0.07
Si 1.834 1.957 1.898 -0.34 2.47 0.09
S 6.136 0.680 2.183 0.23 0.55 -0.35
C 3.130 1.949 -1.612 3.31 -0.24 -0.28
H 0.762 5.584 0.353 0.06 0.11 0.13
Br 0.583 1.809 6.172 0.07 -0.22 -0.02
C 3.381 1.814 6.857 -1.06 0.39 0.33
H -0.046 -3.969 1.226 -0.02 0.02 0.24
C -1.315 -5.008 -0.227 0.07 -0.01 0.09
O 0.212 3.264 -5.690 0.04 0.04 -0.10
C 1.817 1.943 -6.797 0.10 -0.03 0.10
H -0.050 2.674 -7.659 -0.10 0.12 0.05
H -0.936 -6.004 -0.443 -0.07 -0.04 0.03
H -3.303 -5.826 0.169 0.02 0.01 0.06
H -1.507 -0.330 1.544 -0.13 -0.54 0.07
H -3.241 -4.744 -1.234 -0.11 0.13 0.06
O 1.356 3.864 -3.863 -0.03 0.17 0.01
C -5.746 -5.904 2.699 -0.16 0.11 0.00
H -1.003 -5.310 1.918 0.02 0.06 0.08
S 0.593 0.460 0.854 -0.12 -1.13 -1.14
H -0.875 0.885 2.690 0.11 -0.25 0.30
H 1.056 4.333 -0.863 0.14 0.07 -0.26
O -3.163 -3.813 0.612 -0.12 -0.02 -0.07
H -4.095 2.645 -10.402 0.03 0.01 0.01
H -5.242 1.356 -9.998 0.08 -0.12 -0.06
C 4.267 -2.195 3.243 -0.30 -0.72 -0.51
H -0.514 5.114 -0.756 -0.18 -0.10 -0.20
H 4.934 -1.771 3.978 0.08 0.11 0.14
C -5.992 -5.165 4.010 0.10 0.04 0.03
H 2.175 -0.015 6.769 -0.03 -0.11 0.21
O -4.564 -6.698 2.925 -0.03 -0.02 -0.01
C -0.977 0.600 1.648 -0.08 0.40 0.27
C 0.739 3.516 1.910 0.04 -1.06 -0.12
H 3.175 1.279 -2.450 -1.25 -0.15 -0.28
C 5.189 0.748 3.417 0.36 -1.34 0.86
H -5.546 -5.220 1.871 0.04 0.03 0.02
C -4.340 1.869 -9.674 -0.13 0.10 0.05
```
Forces are in eV/Å.

Löwdin population analysis, charges in e, atoms 1 to 5: -0.725, 0.119, 0.055, -0.289, 0.119

---

The highest frontier orbital gap belongs to which entry?
C29H46Br2I2N2O12S2Si2

---

The highest molecular weight belongs to which entry?
C29H46Br2I2N2O12S2Si2